# 1
C4H7O4Tl as an isolated structure at a distorted geometry. Source: the OMol25 dataset; level of theory: ωB97M-V/def2-TZVPD.

Properties
LUMO level (alpha / beta) (eV): -4.126 / -8.062
Energy relative to the best compared isomer or geometry (same formula, charge and spin) (kcal per mole): 1.5
Molar mass (g/mol): 323.479
Frontier orbital gap (alpha / beta) (eV): 10.7735 / 7.2534
E (eV): -17135.20817
<S²>: 0.759

The geometry in ORCA input format:
```
! wB97M-V def2-TZVPD RIJCOSX def2/J DEFGRID3
* xyz 1 2
O -1.075 1.171 -0.723
C 0.029 1.531 0.058
C 0.759 0.278 0.516
O -0.227 -0.623 1.024
C 0.309 -1.801 1.605
Tl -2.042 -0.417 -0.016
H -0.286 2.119 0.940
H 0.741 2.160 -0.505
H 1.492 0.505 1.306
H 1.274 -0.212 -0.328
H 0.939 -1.541 2.467
H -0.533 -2.419 1.935
H 0.907 -2.354 0.865
O -1.414 -0.387 -2.813
C -0.805 0.640 -2.875
O -0.069 1.351 -3.456
*
```

How positive or negative is each atom? The Mulliken charges in e answer that:
1. O -0.5909
2. C -0.3543
3. C -0.4200
4. O -0.2584
5. C -0.6577
6. Tl 0.8699
7. H 0.3311
8. H 0.3486
9. H 0.4423
10. H 0.3310
11. H 0.2959
12. H 0.2879
13. H 0.3415
14. O -0.4824
15. C 0.8410
16. O -0.3256

---

# 2
One molecule with the formula C6H4N2 at a distorted geometry. Source: the OMol25 dataset; level of theory: ωB97M-V/def2-TZVPD.

Properties
LUMO level (eV): -2.204
Energy relative to the best compared isomer or geometry (same formula, charge and spin) (kcal per mole): 130.4
Molar mass (g/mol): 104.112
Frontier orbital gap (eV): 7.3418
SMILES: C=C/C(C#N)=C\C#N
E (eV): -9260.35960

The geometry in ORCA input format:
```
! wB97M-V def2-TZVPD RIJCOSX def2/J DEFGRID3
* xyz 0 1
C -1.154 -1.769 0.687
C -0.628 -1.293 -0.558
C 0.368 -0.232 -0.558
C 0.990 -0.215 -1.826
N 1.421 -0.080 -2.885
C 0.196 0.828 0.380
C -0.249 1.113 1.759
N -0.589 1.989 2.806
H -2.126 -2.476 0.832
H -0.855 -1.449 1.633
H -0.756 -1.737 -1.476
H 0.774 1.696 0.259
*
```

How positive or negative is each atom? The Mulliken charges in e answer that:
1. C -0.7114
2. C -0.2408
3. C 0.6043
4. C 0.0924
5. N -0.3767
6. C -0.2052
7. C -0.0990
8. N -0.3773
9. H 0.1947
10. H 0.3216
11. H 0.4382
12. H 0.3593

---

# 3
One molecule with the formula C17H21Cl2NO3S. Source: the OMol25 dataset; level of theory: ωB97M-V/def2-TZVPD.

Properties
LUMO level (eV): 0.550
Energy relative to the best compared isomer or geometry (same formula, charge and spin) (kcal per mole): 0.6
Molar mass (g/mol): 390.332
Frontier orbital gap (eV): 9.8063
SMILES: CC1(C)[C@@H]2CC[C@@]1(CS(=O)(=O)NCc1ccc(Cl)cc1Cl)C(=O)C2
E (eV): -61482.89447

The geometry in ORCA input format:
```
! wB97M-V def2-TZVPD RIJCOSX def2/J DEFGRID3
* xyz 0 1
C 0.209 1.613 -0.925
C 1.442 1.197 -0.130
C 1.310 1.788 1.277
C 2.779 1.544 -0.826
C 2.753 0.664 -2.082
C 2.070 -0.626 -1.589
C 1.738 -0.322 -0.109
C 0.771 -1.272 0.559
S -0.423 -2.064 -0.546
O 0.201 -3.060 -1.361
O -1.220 -1.074 -1.219
N -1.323 -2.940 0.574
C -2.165 -2.261 1.546
C -2.827 -1.009 1.031
C -2.537 0.232 1.581
C -3.096 1.396 1.086
C -3.965 1.320 0.010
Cl -4.654 2.760 -0.636
C -4.289 0.098 -0.556
C -3.720 -1.051 -0.038
Cl -4.118 -2.559 -0.755
C 3.117 -0.345 0.554
O 3.549 -1.209 1.267
C 3.816 0.919 0.108
H 0.110 2.696 -0.895
H 0.252 1.300 -1.961
H -0.686 1.169 -0.497
H 1.975 1.311 1.992
H 0.289 1.668 1.635
H 1.529 2.854 1.255
H 2.940 2.602 -1.027
H 2.191 1.134 -2.887
H 3.761 0.477 -2.452
H 2.708 -1.505 -1.676
H 1.149 -0.836 -2.129
H 0.178 -0.763 1.311
H 1.314 -2.103 1.008
H -1.790 -3.682 0.076
H -1.540 -2.011 2.410
H -2.930 -2.968 1.878
H -1.860 0.289 2.422
H -2.855 2.353 1.522
H -4.964 0.043 -1.395
H 4.046 1.545 0.970
H 4.761 0.687 -0.384
*
```

How positive or negative is each atom? The Mulliken charges in e answer that:
1. C -1.7141
2. C 1.4115
3. C -1.7892
4. C 0.2439
5. C -1.3183
6. C -0.9395
7. C 0.8800
8. C -1.2081
9. S 1.0165
10. O -0.6744
11. O -0.5299
12. N -0.2446
13. C -1.5668
14. C 0.1442
15. C -0.0599
16. C -0.8961
17. C 0.4897
18. Cl -0.2267
19. C -0.8082
20. C 0.9205
21. Cl -0.2154
22. C 0.2481
23. O -0.6110
24. C -0.9727
25. H 0.4741
26. H 0.4151
27. H 0.0125
28. H 0.4573
29. H 0.3019
30. H 0.4107
31. H 0.5328
32. H 0.3441
33. H 0.3944
34. H 0.5112
35. H 0.4117
36. H 0.3689
37. H 0.5098
38. H 0.4177
39. H 0.3339
40. H 0.5598
41. H 0.4011
42. H 0.4155
43. H 0.4452
44. H 0.2728
45. H 0.4300

---

# 4
A 2-piece molecular cluster, CO4S2 overall at a distorted geometry. Source: the OMol25 dataset; level of theory: ωB97M-V/def2-TZVPD.

Properties
LUMO level (eV): -1.702
Energy relative to the best compared isomer or geometry (same formula, charge and spin) (kcal per mole): 8.1
Molar mass (g/mol): 140.141
Frontier orbital gap (eV): 9.2819
SMILES: O=S(=O)=S.O=C=O
E (eV): -30896.35562

The geometry in ORCA input format:
```
! wB97M-V def2-TZVPD RIJCOSX def2/J DEFGRID3
* xyz 0 1
O -1.791 -1.113 -2.217
S -1.156 -0.004 -1.595
O -0.262 -0.362 -0.530
S -1.248 1.794 -2.236
O 1.675 0.868 0.809
C 0.843 0.251 1.289
O -0.033 -0.276 1.879
*
```

How positive or negative is each atom? The Mulliken charges in e answer that:
1. O -0.3798
2. S 0.8229
3. O -0.3847
4. S -0.0911
5. O -0.3652
6. C 0.8206
7. O -0.4226

---

# 5
One molecule with the formula C6H7N at a distorted geometry. Source: the OMol25 dataset; level of theory: ωB97M-V/def2-TZVPD.

Properties
LUMO level (alpha / beta) (eV): -0.587 / -0.107
Energy relative to the best compared isomer or geometry (same formula, charge and spin) (kcal per mole): 181.8
Molar mass (g/mol): 93.129
Frontier orbital gap (alpha / beta) (eV): 6.0193 / 7.5522
E (eV): -7817.76160

The geometry in ORCA input format:
```
! wB97M-V def2-TZVPD RIJCOSX def2/J DEFGRID3
* xyz 0 1
C -1.675 2.632 0.210
C -0.719 2.319 1.141
C 1.097 -1.038 -0.153
C -1.260 1.523 -0.767
C 0.010 1.201 0.026
C 1.670 -2.165 0.477
N 0.517 -0.037 0.093
H -2.568 3.112 0.393
H -2.022 0.689 -0.620
H -1.119 1.639 -1.756
H 0.878 1.839 -0.231
H 0.909 -2.614 1.177
H 2.658 -2.258 0.941
H 1.778 -2.874 -0.289
*
```

How positive or negative is each atom? The Mulliken charges in e answer that:
1. C -0.2639
2. C -0.6789
3. C 0.2946
4. C -0.6847
5. C 0.1169
6. C -0.9443
7. N -0.0612
8. H 0.3955
9. H 0.2255
10. H 0.3920
11. H 0.2998
12. H 0.2590
13. H 0.3321
14. H 0.3176

---

# 6
C4H6N2OS as an isolated structure at a distorted geometry. Source: the OMol25 dataset; level of theory: ωB97M-V/def2-TZVPD.

Properties
LUMO level (eV): 0.654
Energy relative to the best compared isomer or geometry (same formula, charge and spin) (kcal per mole): 136.9
Molar mass (g/mol): 130.172
Frontier orbital gap (eV): 10.2992
E (eV): -20103.40605

The geometry in ORCA input format:
```
! wB97M-V def2-TZVPD RIJCOSX def2/J DEFGRID3
* xyz 0 1
C -0.915 0.618 0.474
C -0.004 -0.092 -1.087
C -0.706 0.108 1.788
C 1.095 -1.013 -1.240
N -1.683 1.434 -0.082
N -0.615 0.615 -1.941
O -1.489 1.472 -1.443
S 2.245 -0.602 0.131
H -1.242 -0.907 1.880
H 0.427 0.046 2.071
H -1.062 0.741 2.631
H 0.672 -2.110 -1.228
H 1.581 -0.933 -2.152
H 1.696 0.622 0.199
*
```

How positive or negative is each atom? The Mulliken charges in e answer that:
1. C 0.6624
2. C 0.1914
3. C -0.9091
4. C -0.3809
5. N -0.4530
6. N -0.3835
7. O -0.0634
8. S -0.2666
9. H 0.2084
10. H 0.2345
11. H 0.3484
12. H 0.2728
13. H 0.3841
14. H 0.1546

---

# 7
C2H11NO2 as an isolated structure at a distorted geometry. Source: the OMol25 dataset; level of theory: ωB97M-V/def2-TZVPD.

Properties
LUMO level (alpha / beta) (eV): 4.311 / 4.176
Energy relative to the best compared isomer or geometry (same formula, charge and spin) (kcal per mole): 38.3
Molar mass (g/mol): 81.115
Frontier orbital gap (alpha / beta) (eV): 3.4302 / 9.9523
E (eV): -7834.58479
<S²>: 0.750

The geometry in ORCA input format:
```
! wB97M-V def2-TZVPD RIJCOSX def2/J DEFGRID3
* xyz -1 2
H 0.340 0.463 -0.432
O 0.512 0.162 -1.568
N 0.340 0.668 0.780
H 1.306 0.081 -2.076
H 0.899 1.491 0.888
C 0.888 -0.618 1.517
H 1.902 -0.997 0.877
H 1.112 -0.530 2.553
H 0.015 -1.301 1.275
C -1.048 0.837 1.243
H -1.688 1.145 0.375
H -1.565 0.053 1.779
H -1.054 1.738 1.889
O -0.759 -1.171 -3.401
H -1.038 -1.533 -2.595
H -0.161 -0.487 -3.106
*
```

How positive or negative is each atom? The Mulliken charges in e answer that:
1. H 0.0199
2. O -0.4969
3. N 0.8127
4. H 0.1870
5. H 0.4214
6. C -2.7509
7. H 0.2460
8. H 1.3407
9. H 0.2771
10. C -2.6818
11. H 0.1980
12. H 0.6672
13. H 0.8849
14. O -0.7964
15. H 0.3003
16. H 0.3706

---

# 8
A 2-piece molecular cluster, CHFO overall at a distorted geometry. Source: the OMol25 dataset; level of theory: ωB97M-V/def2-TZVPD.

Properties
LUMO level (alpha / beta) (eV): -1.169 / -0.313
Energy relative to the best compared isomer or geometry (same formula, charge and spin) (kcal per mole): 93.2
Molar mass (g/mol): 48.016
Frontier orbital gap (alpha / beta) (eV): 10.0987 / 9.7736
E (eV): -5813.35583

The geometry in ORCA input format:
```
! wB97M-V def2-TZVPD RIJCOSX def2/J DEFGRID3
* xyz 0 1
C -2.342 0.054 -0.121
O -3.028 1.011 0.068
F -2.530 -1.230 0.020
H 0.253 -0.593 0.244
*
```

How positive or negative is each atom? The Mulliken charges in e answer that:
1. C 0.3453
2. O -0.2899
3. F -0.0879
4. H 0.0325

---

Please write out number 1 again, unchanged.
C4H7O4Tl as an isolated structure at a distorted geometry. Source: the OMol25 dataset; level of theory: ωB97M-V/def2-TZVPD.

Properties
LUMO level (alpha / beta) (eV): -4.126 / -8.062
Energy relative to the best compared isomer or geometry (same formula, charge and spin) (kcal per mole): 1.5
Molar mass (g/mol): 323.479
Frontier orbital gap (alpha / beta) (eV): 10.7735 / 7.2534
E (eV): -17135.20817
<S²>: 0.759

The geometry in ORCA input format:
```
! wB97M-V def2-TZVPD RIJCOSX def2/J DEFGRID3
* xyz 1 2
O -1.075 1.171 -0.723
C 0.029 1.531 0.058
C 0.759 0.278 0.516
O -0.227 -0.623 1.024
C 0.309 -1.801 1.605
Tl -2.042 -0.417 -0.016
H -0.286 2.119 0.940
H 0.741 2.160 -0.505
H 1.492 0.505 1.306
H 1.274 -0.212 -0.328
H 0.939 -1.541 2.467
H -0.533 -2.419 1.935
H 0.907 -2.354 0.865
O -1.414 -0.387 -2.813
C -0.805 0.640 -2.875
O -0.069 1.351 -3.456
*
```

How positive or negative is each atom? The Mulliken charges in e answer that:
1. O -0.5909
2. C -0.3543
3. C -0.4200
4. O -0.2584
5. C -0.6577
6. Tl 0.8699
7. H 0.3311
8. H 0.3486
9. H 0.4423
10. H 0.3310
11. H 0.2959
12. H 0.2879
13. H 0.3415
14. O -0.4824
15. C 0.8410
16. O -0.3256

---

> Which formula does entry 6 have?

C4H6N2OS

---

> Which formula does entry 2 have?

C6H4N2